Entry 1:
A 8-piece molecular cluster, C10H36N8O8 overall in a non-equilibrium geometry, computed with ωB97M-V/def2-TZVPD.

The geometry in XYZ format:
```
62
Properties=species:S:1:pos:R:3:forces:R:3:lowdin_charge:R:1
C 20.8210 -15.4790 -16.8030 -0.2 -0.5 0.8 -0.07
C 19.7640 -16.3980 -17.3320 0.0 0.1 -0.7 -0.31
O 19.9220 -17.6010 -16.6230 0.8 -0.7 0.5 -0.13
H 21.8300 -15.7520 -17.0850 0.2 -0.4 0.0 0.09
H 20.7190 -15.3850 -15.7180 0.2 -0.4 0.0 0.10
H 20.6840 -14.5120 -17.1120 -0.3 2.6 -1.2 0.04
H 19.8470 -16.6050 -18.4280 0.2 0.2 0.7 0.11
H 18.7220 -16.0360 -17.1890 0.8 0.0 0.3 0.10
H 20.8390 -17.6080 -16.2700 -0.9 -0.2 -0.4 0.12
C 13.0340 -20.1300 -17.6860 2.0 -0.9 -1.0 -0.04
C 14.4120 -19.7870 -17.1330 -0.4 0.1 -0.7 -0.30
O 14.5010 -19.9160 -15.7590 -1.7 -0.9 2.6 -0.10
H 12.7850 -21.1770 -17.6380 0.1 -0.5 0.3 0.09
H 12.9080 -19.8470 -18.7090 0.5 0.0 -1.0 0.03
H 12.3040 -19.5750 -17.2470 -2.2 1.6 1.9 0.05
H 14.6880 -18.7600 -17.2680 -0.2 0.8 -0.9 0.07
H 15.2010 -20.3810 -17.5620 0.2 -0.5 -0.3 0.12
H 13.6280 -20.0740 -15.3190 1.2 0.2 -0.8 0.13
C 14.6370 -16.3920 -18.9620 -1.9 1.6 6.6 -0.59
O 14.0930 -15.9600 -17.7660 2.8 -1.6 -6.3 -0.10
N 14.1640 -17.4440 -19.5870 -3.8 -2.4 -1.7 0.11
N 15.8310 -16.0800 -19.4550 1.8 4.3 1.0 0.14
H 13.2370 -17.7720 -19.2380 1.2 0.4 -0.4 0.13
H 14.3140 -17.6100 -20.6300 -0.3 0.4 1.7 0.08
H 16.1530 -15.1320 -19.0970 -0.2 -1.9 -0.9 0.16
H 16.2660 -16.4870 -20.3000 -0.5 0.3 0.3 0.08
C 18.0290 -20.4870 -15.3030 -3.2 -7.8 1.7 -0.62
O 17.7070 -21.8610 -15.2520 1.6 6.7 -0.7 -0.18
N 19.2450 -20.0630 -15.3690 3.8 1.1 -0.7 0.16
N 17.1300 -19.5640 -14.9880 -3.9 1.0 -0.8 0.15
H 19.9590 -20.7130 -15.6610 -0.3 0.0 0.0 0.12
H 19.4320 -19.0700 -15.5470 -0.3 -0.9 0.1 0.07
H 16.0990 -19.8720 -15.1620 2.6 0.7 0.6 0.10
H 17.3050 -18.5470 -15.1620 0.2 -1.6 0.2 0.06
C 17.3400 -19.2180 -18.8180 7.7 -5.8 2.1 -0.65
O 18.3020 -20.2010 -18.7030 -4.8 4.4 -0.8 -0.08
N 16.3640 -19.2220 -19.6300 -5.2 1.6 -2.5 0.15
N 17.4640 -18.1210 -18.1680 0.8 3.3 2.6 0.21
H 16.2000 -20.0490 -20.0890 -0.7 -2.5 -1.4 0.07
H 15.4760 -18.5960 -19.4970 2.1 -1.6 0.2 0.11
H 18.2700 -18.0810 -17.5950 0.5 -0.1 0.7 0.06
H 16.8860 -17.2840 -18.2380 0.2 -0.8 -0.2 0.07
C 13.9590 -19.6860 -21.7630 3.4 -7.4 2.7 -0.65
O 14.7240 -20.7590 -21.4450 -3.6 5.2 -1.5 -0.06
N 12.6790 -19.6260 -21.5830 -5.5 -2.7 2.1 0.16
N 14.4050 -18.5250 -22.0960 4.0 4.5 -2.9 0.12
H 12.1730 -20.3250 -20.9940 1.2 0.4 -1.2 0.15
H 12.0550 -18.8610 -21.7590 0.6 0.5 -0.3 0.12
H 15.4290 -18.4640 -22.1940 -0.6 0.0 -0.5 0.12
H 13.8730 -17.8900 -22.7180 0.5 -0.8 0.6 0.16
C 16.3330 -16.4150 -15.8020 -2.4 1.9 0.9 -0.19
O 17.4250 -16.7360 -15.0730 3.1 -0.6 -0.5 -0.10
H 15.7300 -17.2720 -15.9530 -0.8 -0.8 -0.8 0.05
H 16.6410 -15.9080 -16.6830 -0.1 0.3 -1.0 0.04
H 15.7050 -15.7060 -15.2070 0.2 -0.3 -0.8 0.12
H 17.2140 -16.6150 -14.1840 -0.2 0.1 2.3 0.08
C 18.5320 -16.9580 -21.2780 1.2 1.2 0.7 -0.13
O 17.2190 -17.5320 -21.4910 1.3 1.5 -0.7 -0.18
H 18.6000 -16.4470 -20.2680 -0.4 -0.4 -1.0 0.06
H 18.9280 -16.1870 -22.0210 -1.5 -1.0 0.5 0.10
H 19.3580 -17.6760 -21.2480 -0.5 -0.5 -0.1 0.09
H 17.0980 -18.2020 -20.7960 0.0 -0.6 0.1 0.01
```
Positions in Å, forces in eV/Å.

Results
LUMO level = -0.26 eV
Strongest force on any atom = 0.1915 hartree/bohr
Multiplicity = 1

Entry 2:
A 7-piece molecular cluster, C10H37N3O6 overall in a non-equilibrium geometry, computed with ωB97M-V/def2-TZVPD.

The geometry in XYZ format:
```
56
Properties=species:S:1:pos:R:3:forces:R:3:lowdin_charge:R:1
N -1.5702 -0.0458 -1.3558 0.1 1.0 0.5 0.27
H -2.5194 0.2383 -1.1600 -0.2 -0.2 -0.6 0.08
H -1.1463 0.0955 -0.4500 0.7 0.3 0.8 0.04
H -1.0603 0.5478 -1.9944 0.1 0.2 -0.7 0.05
H -1.5042 -1.0389 -1.5274 -0.8 -2.2 -0.9 0.05
C -1.1186 -2.1041 -3.9210 -0.8 -0.2 -0.6 -0.14
C -1.3042 -3.2312 -2.8489 -0.7 1.8 0.4 -0.50
O -2.1642 -2.8276 -1.8240 1.1 0.3 -0.4 -0.41
H -1.1503 -2.5466 -4.9166 0.6 -0.1 -0.3 0.04
H -0.2915 -1.3956 -3.8765 0.4 -0.2 0.3 0.03
H -2.0222 -1.4965 -3.9689 -0.2 0.1 0.5 0.05
H -0.3092 -3.5040 -2.4973 0.6 -0.2 0.3 0.06
H -1.6344 -4.0774 -3.4515 -0.5 -0.6 0.1 0.07
O 0.0407 1.4710 -2.9882 0.3 0.0 -0.3 -0.05
H -0.2117 2.3794 -3.1535 -0.4 0.3 0.1 0.04
H 0.9963 1.4738 -3.0421 0.3 -0.1 0.1 0.04
O -1.6474 3.3343 -1.6827 0.0 -0.1 -0.2 -0.03
H -2.5704 3.4675 -1.4668 -0.3 0.1 0.0 0.05
H -1.1780 3.5608 -0.8798 0.2 0.0 0.2 0.02
O -3.6748 0.1866 0.2463 -0.3 0.3 0.3 -0.04
H -4.4744 -0.1142 -0.1853 -0.3 -0.3 -0.2 0.07
H -3.8545 0.0867 1.1812 -0.1 -0.1 0.2 0.05
C -0.8493 0.6010 3.6565 -2.2 -0.3 0.9 -0.05
C -1.2150 1.0917 2.2441 1.8 1.7 3.1 -0.41
C -0.4043 2.4092 2.1541 -1.7 1.8 -0.6 -0.17
O -0.9891 3.5435 2.8570 -0.8 -1.3 0.6 -0.21
C -0.4905 4.7926 2.4156 0.4 -1.8 -0.7 -0.10
N -0.6884 0.1970 1.2906 0.6 -1.6 -1.1 0.04
H 0.2137 0.4291 3.8260 -0.1 -0.2 -0.4 0.09
H -1.4620 -0.2696 3.8906 0.5 -0.7 -0.1 0.08
H -1.1966 1.2649 4.4482 0.2 0.6 -0.2 0.08
H -2.2777 1.2609 2.0705 0.1 0.2 0.2 0.13
H -0.4913 2.6400 1.0924 0.9 0.3 -0.4 0.10
H 0.6019 2.3610 2.5704 0.3 -0.6 -0.6 0.13
H -0.7434 5.5685 3.1382 0.1 -0.1 -0.3 0.10
H -0.8844 4.9187 1.4071 -0.3 0.9 -0.1 0.07
H 0.5720 4.6176 2.2466 0.5 0.8 0.4 0.08
H -1.2040 -0.6712 1.3135 -0.9 -0.2 -0.1 0.11
H 0.1644 -0.2029 1.6551 0.8 0.4 0.0 0.06
C 2.5752 -2.5255 -1.2068 -1.2 1.5 1.3 -0.05
C 2.1578 -1.1069 -0.5132 2.0 -3.7 -2.1 -0.34
C 2.6750 -0.9174 0.9311 -1.0 1.4 -0.5 -0.20
O 2.0728 -1.6619 2.0003 0.2 -1.1 -0.5 -0.19
C 2.8315 -2.7915 2.4497 1.2 0.2 -0.4 -0.09
N 2.7681 -0.1416 -1.4784 -0.5 1.8 1.3 0.02
H 3.6610 -2.6209 -1.2123 0.0 -0.2 0.2 0.07
H 2.2369 -2.4401 -2.2394 -0.1 -0.3 0.1 0.06
H 2.0520 -3.3340 -0.6961 0.3 -0.3 -0.2 0.06
H 1.0787 -1.1609 -0.3694 -0.2 0.8 -0.9 0.11
H 2.2365 0.0621 1.1218 0.7 0.6 0.2 0.10
H 3.7633 -0.8577 0.9196 0.1 -0.3 0.5 0.13
H 2.9952 -3.5634 1.6977 -0.2 0.1 -0.4 0.08
H 2.4982 -3.3260 3.3393 -1.0 0.6 0.0 0.09
H 3.8137 -2.4080 2.7261 0.3 -0.1 0.0 0.08
H 3.7768 -0.1236 -1.5268 0.1 -0.4 0.8 0.07
H 2.5204 -0.0946 -2.4564 -0.9 -0.8 0.3 0.06
```
Positions in Å, forces in eV/Å.

Results
LUMO level = 0.04 eV
Strongest force on any atom = 0.0911 hartree/bohr
Multiplicity = 1

Entry 3:
A 9-piece molecular cluster, C10H38O9 overall in a non-equilibrium geometry, computed with ωB97M-V/def2-TZVPD.

The geometry in XYZ format:
```
57
Properties=species:S:1:pos:R:3:forces:R:3:lowdin_charge:R:1
O -0.2879 -0.4198 0.7137 1.0 -0.5 0.1 -0.04
H -0.3650 -0.9511 1.5061 -0.3 -0.3 0.5 0.02
H -1.1724 -0.0874 0.5606 -0.7 0.5 -0.2 0.01
O 2.5064 0.7098 1.7381 0.3 0.1 0.7 -0.04
H 1.7493 0.1367 1.8591 -0.3 0.0 -0.1 0.01
H 2.7720 0.5679 0.8296 0.0 0.0 -0.5 0.00
O -1.1745 -3.9815 0.4336 0.0 0.0 -0.2 -0.04
H -1.7085 -3.3377 0.8990 -0.1 0.3 0.0 0.01
H -0.7848 -4.5155 1.1259 0.2 -0.2 0.1 0.03
O 1.6049 0.7634 -0.9084 0.2 1.0 0.2 -0.06
H 1.1431 0.0822 -0.4197 -0.3 -0.3 0.1 -0.02
H 1.4241 0.5641 -1.8270 0.2 -0.3 -0.5 0.04
C -0.7056 -0.9366 -4.4288 -1.0 0.1 1.1 -0.07
C -0.2725 -1.0911 -2.9547 0.5 -0.8 -0.3 -0.29
O 1.1397 -1.1989 -2.8055 0.1 0.0 -1.1 -0.11
H -0.8767 0.1267 -4.5964 0.7 -0.1 -0.9 0.07
H -1.6991 -1.3606 -4.5745 -0.3 0.0 0.5 0.06
H -0.1509 -1.5430 -5.1448 0.7 0.7 0.1 0.08
H -0.6848 -2.0200 -2.5607 -0.4 0.1 0.2 0.11
H -0.5045 -0.2580 -2.2912 -1.1 0.2 -0.3 0.10
H 1.2527 -1.6433 -1.9621 0.7 -0.1 0.4 0.03
C -3.8235 1.9511 -1.3072 0.0 -1.3 0.4 -0.07
C -3.8612 0.7344 -0.3208 -0.3 1.0 -2.4 -0.29
O -2.6588 0.8132 0.4061 -0.8 -0.2 1.0 -0.11
H -4.4540 1.7268 -2.1676 -0.1 0.5 0.0 0.07
H -2.7882 2.0753 -1.6249 -0.1 0.0 -0.2 0.07
H -4.1243 2.8466 -0.7634 -0.2 0.1 -0.3 0.07
H -3.8914 -0.2063 -0.8706 0.2 0.0 0.1 0.11
H -4.8042 0.8290 0.2176 0.2 -0.3 0.8 0.11
H -2.7552 1.6777 0.8121 0.9 0.2 0.4 0.10
C 4.3338 -1.8011 -0.6003 0.4 -0.1 0.2 -0.08
C 3.2100 -2.3943 0.2298 -0.1 -0.3 -0.9 -0.26
O 1.9477 -1.8892 -0.2718 0.8 -0.3 0.4 -0.12
H 4.2607 -2.0226 -1.6651 -0.4 0.1 0.0 0.08
H 5.2651 -2.2746 -0.2895 0.1 0.0 0.2 0.07
H 4.4649 -0.7287 -0.4557 -0.2 0.0 -0.1 0.07
H 3.4104 -2.2656 1.2935 -0.5 0.6 0.1 0.11
H 3.2331 -3.4741 0.0831 -0.2 -0.2 -0.1 0.10
H 1.2265 -1.8253 0.3586 0.1 -0.4 0.3 0.06
C -2.7012 -0.1195 3.8378 -0.1 0.7 1.9 -0.07
C -1.3002 -0.7496 4.2132 -2.1 1.8 -1.6 -0.25
O -1.1552 -1.6663 3.1669 1.2 -1.9 -0.5 -0.12
H -2.8476 0.2680 2.8295 0.8 -0.4 -0.2 0.05
H -2.9656 0.7268 4.4718 0.2 0.2 0.3 0.06
H -3.5246 -0.8097 4.0216 0.2 -0.4 0.0 0.07
H -1.2440 -1.2300 5.1900 -0.1 0.2 0.0 0.11
H -0.5182 -0.0039 4.0701 0.0 0.0 0.4 0.11
H -1.6656 -2.4347 3.4329 0.0 -0.2 -0.3 0.09
C 2.4193 3.7266 -1.0852 1.2 1.5 2.4 -0.09
C 1.5067 3.9206 0.1845 1.2 -2.0 -2.0 -0.31
O 0.3841 3.1238 0.0111 -2.7 0.7 0.1 -0.12
H 3.0165 4.6336 -0.9912 0.3 0.4 -0.9 0.05
H 1.9824 3.6450 -2.0805 -0.1 -0.3 0.4 0.08
H 3.1642 3.0124 -0.7343 -0.3 -0.8 -1.1 0.06
H 1.3499 4.9934 0.2965 -0.7 -0.3 0.6 0.11
H 1.9996 3.3628 0.9808 0.8 1.3 0.6 0.10
H 0.7030 2.2220 -0.0710 0.2 -0.4 -0.3 0.02
```
Positions in Å, forces in eV/Å.

Results
LUMO level = 0.01 eV
Strongest force on any atom = 0.0624 hartree/bohr
Multiplicity = 1

Orbital gap values, unit hartree, following the record order: 0.2636; 0.2157; 0.3189.